[1]
{
  "formula": "C5H6O2S",
  "method": "ωB97M-V/def2-TZVPD",
  "symbols": ["C", "C", "O", "C", "O", "C", "C", "S", "H", "H", "H", "H", "H", "H"],
  "positions_angstrom": [[0.6694, -2.3196, 2.0750], [1.0719, -1.0538, 1.8884], [0.6318, -0.0609, 1.0925], [-0.1958, -0.3638, 0.0333], [-0.5127, -1.4987, -0.2496], [-0.5423, 0.7537, -0.9203], [-1.7220, 0.4283, -1.7963], [0.3947, 2.0805, -0.9621], [-0.0102, -2.8955, 1.5241], [1.2465, -2.8669, 2.8834], [1.8883, -0.6578, 2.5591], [-2.6456, 0.1165, -1.2330], [-1.4606, -0.4825, -2.4549], [-1.9734, 1.3065, -2.3090]],
  "atomic_forces_ev_per_a": [[2.1, 0.4, 1.5], [1.1, -1.1, 2.2], [-1.4, 0.6, -1.8], [0.8, -1.4, -0.1], [0.0, 0.9, 0.4], [0.2, 0.4, 0.8], [0.0, -2.1, 0.5], [-0.7, -0.5, -0.2], [-0.9, -0.3, -0.6], [-0.8, 0.8, -1.1], [-1.1, -0.3, -0.9], [1.1, 0.2, -0.1], [-0.4, 1.6, 0.8], [-0.3, 1.0, -1.3]],
  "lowdin_charge": [0.038, -0.208, -0.007, -0.472, 0.116, -0.709, -0.106, 0.823, 0.031, 0.082, 0.135, 0.108, 0.126, 0.041],
  "smiles": "C=COC(=O)C(C)=S",
  "e_above_lowest_kj_mol": 148.2,
  "e_tot_ha": -742.72845
}

***

[2]
{
  "formula": "C5H11NO3",
  "method": "ωB97M-V/def2-TZVPD",
  "symbols": ["C", "C", "C", "C", "C", "H", "H", "H", "H", "H", "H", "H", "H", "H", "H", "H", "N", "O", "O", "O"],
  "positions_angstrom": [[-3.7751, -1.4653, -0.3390], [-3.1728, -0.1717, -0.0177], [-1.4309, 1.4849, -0.2573], [4.0703, -0.2014, -0.0714], [3.6969, -0.2269, 1.4633], [-2.9643, -2.3106, -0.5051], [-4.4172, -1.3380, -1.2723], [-4.3726, -1.6264, 0.6638], [-1.5473, -0.1534, -1.5410], [-2.3240, 2.2304, -0.0610], [-0.5338, 1.7065, 0.4579], [-1.2218, 1.7486, -1.2585], [4.1387, 0.7935, -1.5876], [4.2332, -1.1306, 1.8062], [4.1516, 0.6013, 1.9411], [2.6583, -0.4717, 1.5448], [-1.8946, 0.0331, -0.2002], [-3.9316, 0.5342, 0.5870], [4.7224, -1.0507, -0.7311], [3.9148, 1.0141, -0.6218]],
  "atomic_forces_ev_per_a": [[0.2, -3.1, 0.0], [-3.0, -1.3, 0.6], [-1.3, 1.4, 2.8], [3.1, -1.2, -0.2], [1.5, -2.8, -2.7], [-1.8, 1.6, 0.2], [0.6, -0.5, 1.4], [0.8, -0.4, -2.5], [-1.6, -0.6, 5.3], [1.7, -1.7, 0.4], [-1.8, -0.5, -1.4], [0.9, 0.1, -1.0], [-0.2, 0.9, 1.6], [-0.3, 0.4, 0.0], [-0.4, 1.1, 0.5], [-0.7, 0.7, 0.4], [5.7, 2.4, -6.9], [-0.4, 2.7, 1.0], [-2.6, 1.7, 2.3], [-0.5, -0.8, -1.8]],
  "lowdin_charge": [-0.050, -0.754, -0.117, -0.502, 0.030, 0.107, 0.100, 0.126, 0.291, 0.110, 0.103, 0.028, 0.158, 0.088, 0.068, 0.071, 0.003, 0.053, 0.026, 0.061],
  "e_above_lowest_kj_mol": 373.3,
  "e_tot_ha": -477.48330
}